Entry 1:
A single C27H24F2N4O3S2 molecule, computed with ωB97M-V/def2-TZVPD.

Geometry (Å):
O  -0.61895  3.74023  1.31237
C  -0.22013  3.01590  2.19893
N  -0.81875  1.86007  2.58563
C  -1.62558  1.02693  1.78824
C  -1.92285  -0.24507  2.26174
C  -2.54914  -1.17502  1.45777
C  -2.90529  -0.86806  0.13957
C  -2.67485  0.44572  -0.29047
C  -2.05068  1.37502  0.51005
H  -1.89174  2.37548  0.14412
H  -2.99921  0.75441  -1.27136
N  -3.53502  -1.76575  -0.70751
C  -3.11358  -1.84918  -2.09598
H  -2.79023  -0.87983  -2.46649
C  -1.95752  -2.85016  -2.23301
O  -2.31853  -4.12718  -1.74644
C  -2.73763  -4.06842  -0.40122
C  -3.90573  -3.08686  -0.24209
H  -4.25181  -3.04531  0.78962
H  -4.73665  -3.42736  -0.87002
H  -3.03688  -5.08339  -0.13258
H  -1.90079  -3.75054  0.23917
H  -1.69208  -2.99352  -3.28128
H  -1.08173  -2.46364  -1.69044
H  -3.96845  -2.19186  -2.68830
H  -2.72759  -2.15517  1.86997
H  -1.63231  -0.52527  3.26472
H  -0.42447  1.38605  3.38799
C  1.10360  3.27567  2.90321
H  1.24431  2.72580  3.83025
H  1.28187  4.34054  3.03489
S  2.36973  2.73865  1.68563
C  1.83756  1.05877  1.47940
N  1.58464  0.38866  2.54296
C  1.18920  -0.91582  2.41868
C  0.94988  -1.67185  3.57122
C  0.55834  -2.98585  3.45726
C  0.40252  -3.57712  2.20395
C  0.63664  -2.84609  1.06135
C  1.02520  -1.50901  1.15633
C  1.25134  -0.71745  -0.04460
O  1.04908  -1.08820  -1.18013
N  1.72857  0.58289  0.20852
C  2.02595  1.39184  -0.92950
C  3.09234  1.03122  -1.74049
C  3.37801  1.77371  -2.87064
C  2.60438  2.88540  -3.16200
C  1.53475  3.24517  -2.35800
C  1.23488  2.48918  -1.24108
H  0.40270  2.76601  -0.61337
H  0.93894  4.10852  -2.60732
S  2.95877  3.87731  -4.60854
C  4.62015  4.47747  -4.15569
F  4.63119  5.01422  -2.92433
F  5.53794  3.49131  -4.14994
H  4.92101  5.23798  -4.88880
H  4.19822  1.48976  -3.51092
H  3.68716  0.16499  -1.49516
H  0.54173  -3.28410  0.07883
H  0.10367  -4.61213  2.13300
H  0.37481  -3.56913  4.34757
H  1.08907  -1.20654  4.53476

Summary:
- SMILES string = O=C(CSc1nc2ccccc2c(=O)n1-c1ccc(SC(F)F)cc1)Nc1ccc(N2CCOCC2)cc1
- frontier orbital gap (eV) = 7.510
- LUMO energy (hartree) = 0.0058
- total energy (hartree) = -2484.18275
- HOMO (eV) = -7.4
- energy above the lowest of the compared OMol25 structures with the same formula, charge and spin (kcal per mole) = 2.6

The molecule's natural (NBO) atomic charges, reported in e, are given here:
1. O -0.6169
2. C 0.6623
3. N -0.6165
4. C 0.1677
5. C -0.2332
6. C -0.2940
7. C 0.2478
8. C -0.2493
9. C -0.2543
10. H 0.2509
11. H 0.2129
12. N -0.4517
13. C -0.2418
14. H 0.2137
15. C -0.0847
16. O -0.5300
17. C -0.0879
18. C -0.2452
19. H 0.2093
20. H 0.2041
21. H 0.1923
22. H 0.1640
23. H 0.1943
24. H 0.1828
25. H 0.1974
26. H 0.2143
27. H 0.2110
28. H 0.4097
29. C -0.5929
30. H 0.2352
31. H 0.2571
32. S 0.2858
33. C 0.3419
34. N -0.5309
35. C 0.1636
36. C -0.2306
37. C -0.1742
38. C -0.2347
39. C -0.1566
40. C -0.1426
41. C 0.6551
42. O -0.5880
43. N -0.4895
44. C 0.2219
45. C -0.2119
46. C -0.1961
47. C -0.1790
48. C -0.1941
49. C -0.2198
50. H 0.2519
51. H 0.2304
52. S 0.1985
53. C 0.4294
54. F -0.3342
55. F -0.3423
56. H 0.1536
57. H 0.2349
58. H 0.2268
59. H 0.2378
60. H 0.2207
61. H 0.2185
62. H 0.2256



Entry 2:
2 unconnected molecules or ions with the total composition C4H9NO2 at a distorted geometry, computed with ωB97M-V/def2-TZVPD.

Geometry (Å):
C  -1.14341  -0.97052  0.31033
C  0.94559  -1.31311  -1.23561
C  -0.43841  -0.20785  -0.78833
O  -0.96352  0.27600  -1.77086
H  -1.92674  -0.32246  0.71194
H  -1.60097  -1.86985  -0.10271
H  1.43050  -1.77279  -0.37918
H  0.38902  -2.06164  -1.79643
H  1.60854  -0.71709  -1.85467
H  -0.44628  -1.22738  1.10384
N  -0.07825  1.78709  1.55569
C  0.51873  1.44790  0.34669
O  1.51877  0.68048  0.31311
H  -0.50923  2.69633  1.63472
H  0.31862  1.36100  2.38189
H  0.37704  2.21388  -0.43042

Summary:
- SMILES string = CC(C)=O.NC=O
- frontier orbital gap (eV) = 8.503
- LUMO energy (hartree) = -0.0025
- total energy (hartree) = -362.95813
- HOMO (eV) = -8.6
- energy above the lowest of the compared OMol25 structures with the same formula, charge and spin (kcal per mole) = 79.9

The molecule's natural (NBO) atomic charges, reported in e, are given here:
1. C -0.7229
2. C -0.6797
3. C 0.5867
4. O -0.5451
5. H 0.2200
6. H 0.2524
7. H 0.2019
8. H 0.1918
9. H 0.2168
10. H 0.2273
11. N -0.8206
12. C 0.4652
13. O -0.5655
14. H 0.3993
15. H 0.4032
16. H 0.1695



Entry 3:
A molecular structure, C23H9BrCl3MnN4O8 at a distorted geometry, computed with ωB97M-V/def2-TZVPD.

Geometry (Å):
Mn  -3.55861  -19.09875  -10.55274
O  -8.50193  -23.73635  -12.44112
C  -8.23374  -23.37589  -11.25591
O  -8.76376  -23.86945  -10.20932
C  -7.26405  -22.18124  -11.06488
C  -7.11543  -21.53986  -9.80600
C  -6.09744  -20.59313  -9.59818
N  -5.29530  -20.24026  -10.59226
C  -5.42515  -20.83155  -11.82538
C  -6.36260  -21.77033  -12.07565
C  -4.34412  -20.52590  -12.77295
O  -4.18175  -21.13628  -13.82830
O  -3.47556  -19.71301  -12.23089
H  -7.73581  -21.96215  -8.97781
H  -5.93479  -20.07729  -8.66918
H  -6.38544  -22.32812  -13.03883
Cl  3.77050  -20.16492  -10.72634
C  1.97872  -20.23941  -10.56815
C  1.29801  -19.17249  -11.06951
C  -0.07219  -19.18889  -10.92371
Cl  -0.83921  -17.73367  -11.43296
C  -0.77362  -20.22850  -10.20660
O  -2.05976  -20.15655  -9.93431
C  0.00740  -21.35831  -9.91287
Cl  -0.81831  -22.79362  -9.44190
C  1.40398  -21.34839  -10.00364
H  1.79381  -18.31393  -11.55822
H  1.99886  -22.19912  -9.71798
Br  -1.37106  -16.42868  -3.20916
C  -2.72112  -17.14132  -4.39670
C  -3.89055  -17.60190  -3.85532
C  -4.85813  -18.14461  -4.71075
C  -4.58992  -18.27207  -6.07760
C  -3.34079  -17.86516  -6.59572
C  -2.42111  -17.26306  -5.77275
C  -3.00658  -17.83952  -8.03906
O  -2.03180  -17.16510  -8.39380
O  -3.89470  -18.45495  -8.79624
H  -4.02199  -17.48485  -2.78143
H  -5.83392  -18.42430  -4.27898
H  -5.33873  -18.65035  -6.77436
H  -1.49850  -16.78786  -6.11319
O  -3.97889  -17.27010  -11.25954
N  -4.68237  -16.37518  -10.69104
C  -4.28095  -15.19390  -10.92376
C  -3.04828  -14.88307  -11.72566
N  -2.10773  -14.66254  -12.30370
C  -5.07590  -14.09053  -10.43348
N  -5.60829  -13.16171  -9.97695

Summary:
- 2S+1 = 5
- frontier orbital gap (eV) = 7.146
- LUMO energy (hartree) = 0.1280
- total energy (hartree) = -6808.59544
- HOMO (eV) = -3.7
- net charge = -2
- energy above the lowest of the compared OMol25 structures with the same formula, charge and spin (kcal per mole) = 3.9

The molecule's natural (NBO) atomic charges, reported in e, are given here:
1. Mn 1.6756
2. O -0.7431
3. C 0.7140
4. O -0.7590
5. C -0.0275
6. C -0.2402
7. C 0.0708
8. N -0.5324
9. C 0.0559
10. C -0.1814
11. C 0.7537
12. O -0.5995
13. O -0.6922
14. H 0.2535
15. H 0.2081
16. H 0.2708
17. Cl -0.0907
18. C -0.0214
19. C -0.2512
20. C -0.0887
21. Cl 0.0595
22. C 0.3132
23. O -0.7800
24. C -0.0874
25. Cl 0.0076
26. C -0.2657
27. H 0.2398
28. H 0.2324
29. Br -0.0042
30. C -0.0622
31. C -0.2614
32. C -0.2017
33. C -0.1935
34. C -0.0638
35. C -0.2017
36. C 0.7607
37. O -0.6298
38. O -0.7719
39. H 0.2184
40. H 0.2123
41. H 0.2351
42. H 0.2563
43. O -0.5947
44. N 0.0574
45. C -0.1227
46. C 0.2836
47. N -0.3410
48. C 0.2923
49. N -0.3620



Entry 4:
4 unconnected molecules or ions with the total composition C23H57BIN6O3 at a distorted geometry, computed with ωB97M-V/def2-TZVPD.

Geometry (Å):
N  -0.46016  -2.84812  -1.13339
B  -0.31886  -1.52343  -0.77140
O  0.65900  -1.03317  0.02862
N  -1.41025  -0.52859  -1.28495
C  -2.02078  0.16998  -0.10007
C  -2.81034  -0.78218  0.76580
C  -3.75221  -1.68671  0.01195
N  -4.49531  -1.09937  -1.00945
O  -3.81584  -2.86611  0.26273
C  -0.77345  0.47070  -2.21049
C  -1.37322  0.52739  -3.60000
O  -1.23634  1.49340  -4.27722
I  -2.41264  -1.19068  -4.33467
H  -0.69453  -3.05342  -2.09320
H  0.35619  -3.37444  -0.86327
H  1.45069  -0.77803  -0.45254
H  -2.10385  -1.10322  -1.77988
H  -1.20711  0.57827  0.47257
H  -2.61897  1.00272  -0.43047
H  -2.18809  -1.39031  1.39819
H  -3.41197  -0.17786  1.42927
H  -4.34199  -0.10656  -1.08748
H  -5.48329  -1.28871  -0.92586
H  -0.87325  1.45122  -1.77861
H  0.27803  0.27787  -2.31274
C  1.05883  4.45161  -1.96426
C  -0.16185  5.20045  -1.45769
N  -0.45109  4.93478  -0.05951
C  -1.74317  5.45551  0.36075
C  -1.96059  6.97318  0.34960
C  0.65282  5.16383  0.86149
C  1.26912  6.56839  0.91840
H  0.93149  3.37673  -1.80730
H  1.18540  4.63102  -3.03172
H  1.98107  4.76293  -1.47591
H  -1.03099  4.87386  -2.03601
H  -0.03309  6.27104  -1.67678
H  -1.95053  5.07463  1.36418
H  -2.49960  4.99899  -0.28719
H  -1.47007  7.46264  1.18807
H  -3.02648  7.18861  0.43528
H  -1.60858  7.43414  -0.57265
H  1.44574  4.45327  0.61793
H  0.31860  4.87463  1.86010
H  1.39714  7.00113  -0.07410
H  2.25575  6.51718  1.38073
H  0.67291  7.25588  1.51497
C  -0.30259  -2.62779  3.13884
C  -0.45485  -1.51230  4.16033
N  -1.69497  -1.58801  4.90462
C  -1.95088  -0.40122  5.70395
C  -0.99566  -0.07581  6.85935
C  -1.95596  -2.86151  5.55785
C  -0.93351  -3.37174  6.58362
H  -1.14195  -2.63352  2.43968
H  0.61648  -2.47581  2.57045
H  -0.23842  -3.61217  3.59963
H  -0.45306  -0.55441  3.62923
H  0.43779  -1.50549  4.80604
H  -2.96922  -0.47014  6.09319
H  -1.95946  0.45274  5.01772
H  -1.16453  -0.71632  7.72224
H  -1.16014  0.95110  7.18907
H  0.05103  -0.16055  6.56749
H  -2.06896  -3.62000  4.78078
H  -2.93950  -2.79885  6.02677
H  0.09392  -3.22599  6.24771
H  -1.07568  -4.44177  6.74093
H  -1.04568  -2.88950  7.55283
C  1.91055  -1.02866  -4.73802
C  3.20660  -1.63506  -4.22938
N  2.98266  -2.71261  -3.28045
C  4.19682  -3.13724  -2.59095
C  5.32279  -3.76412  -3.41915
C  2.12996  -3.78655  -3.77157
C  2.56169  -4.53309  -5.03923
H  1.31094  -0.66619  -3.90529
H  2.11830  -0.18613  -5.39668
H  1.31328  -1.74094  -5.30671
H  3.77304  -0.85293  -3.71766
H  3.81856  -1.94386  -5.08837
H  3.91006  -3.83141  -1.79666
H  4.59771  -2.25811  -2.07752
H  5.10167  -4.79125  -3.70101
H  6.23729  -3.78755  -2.82638
H  5.53635  -3.19646  -4.32423
H  1.13326  -3.37277  -3.95112
H  1.99586  -4.50665  -2.96022
H  2.94077  -3.85571  -5.80431
H  1.70691  -5.06022  -5.46497
H  3.32645  -5.27859  -4.83435

Summary:
- frontier orbital gap (eV) = 6.936
- LUMO energy (hartree) = -0.1166
- total energy (hartree) = -1787.18376
- HOMO (eV) = -10.1
- net charge = +1

The molecule's Löwdin atomic charges, reported in e, are given here:
1. N 0.2973
2. B -0.7215
3. O 0.1992
4. N 0.0090
5. C -0.1014
6. C -0.0659
7. C -0.5256
8. N 0.1561
9. O 0.1131
10. C -0.0975
11. C -0.7891
12. O 0.0634
13. I 1.0065
14. H 0.0810
15. H 0.1139
16. H 0.1304
17. H 0.0415
18. H 0.1371
19. H 0.1343
20. H 0.0962
21. H 0.1470
22. H 0.0822
23. H 0.1214
24. H 0.1346
25. H 0.1192
26. C -0.0866
27. C -0.2771
28. N -0.2087
29. C -0.2572
30. C -0.0792
31. C -0.2501
32. C -0.0753
33. H 0.0576
34. H 0.0781
35. H 0.0688
36. H 0.1141
37. H 0.1061
38. H 0.1094
39. H 0.1029
40. H 0.0592
41. H 0.0736
42. H 0.0688
43. H 0.0958
44. H 0.1134
45. H 0.0699
46. H 0.0747
47. H 0.0585
48. C -0.0803
49. C -0.2736
50. N -0.2028
51. C -0.2517
52. C -0.0808
53. C -0.2429
54. C -0.0766
55. H 0.0570
56. H 0.0711
57. H 0.0737
58. H 0.1113
59. H 0.1057
60. H 0.1124
61. H 0.1038
62. H 0.0586
63. H 0.0724
64. H 0.0664
65. H 0.1001
66. H 0.1160
67. H 0.0678
68. H 0.0742
69. H 0.0577
70. C -0.0761
71. C -0.2637
72. N -0.2025
73. C -0.2482
74. C -0.0764
75. C -0.2615
76. C -0.0687
77. H 0.0415
78. H 0.0877
79. H 0.0685
80. H 0.1209
81. H 0.1078
82. H 0.1108
83. H 0.1083
84. H 0.0600
85. H 0.0765
86. H 0.0705
87. H 0.0812
88. H 0.1125
89. H 0.0727
90. H 0.0772
91. H 0.0619



Entry 5:
A single C10H15PS molecule at a distorted geometry, computed with ωB97M-V/def2-TZVPD.

Geometry (Å):
C  0.84950  -0.88230  -0.92171
C  1.02756  -0.82285  0.36304
C  -1.90967  1.55106  1.07602
C  -1.37170  -0.30758  -0.63969
C  -1.04605  2.50680  0.28529
C  -0.12659  0.26306  -1.33658
C  0.28864  0.27529  1.05259
C  -1.24985  0.10589  0.84755
C  1.38607  -1.85691  -1.84084
C  1.79894  -1.78056  1.25934
P  0.46354  1.64475  -0.23819
S  2.06141  2.68790  -0.61849
H  -1.92105  1.81440  2.08411
H  -2.88906  1.66599  0.50291
H  -2.31017  0.14154  -1.05374
H  -1.46377  -1.42521  -0.78414
H  -1.45295  3.07478  -0.45124
H  -0.77462  3.24290  1.05184
H  -0.24556  0.47987  -2.43510
H  0.53624  0.49138  2.07314
H  -1.84196  -0.69143  1.47642
H  0.82722  -2.66592  -1.36510
H  2.50441  -1.72632  -2.07109
H  0.94089  -1.70007  -2.93286
H  2.41754  -1.26835  1.98115
H  2.40923  -2.51403  0.76216
H  1.09180  -2.30407  1.87319

Summary:
- SMILES string = CC1=C(C)[C@@H]2[C@H]3CC[P@]2(=S)[C@@H]1C3
- frontier orbital gap (eV) = 9.262
- LUMO energy (hartree) = 0.0293
- total energy (hartree) = -1129.52985
- HOMO (eV) = -8.5
- energy above the lowest of the compared OMol25 structures with the same formula, charge and spin (kcal per mole) = 4.2

The molecule's natural (NBO) atomic charges, reported in e, are given here:
1. C 0.0228
2. C -0.0327
3. C -0.3898
4. C -0.4023
5. C -0.7759
6. C -0.5745
7. C -0.5465
8. C -0.2121
9. C -0.6810
10. C -0.6344
11. P 1.3244
12. S -0.5291
13. H 0.2113
14. H 0.2157
15. H 0.2078
16. H 0.2182
17. H 0.2363
18. H 0.2491
19. H 0.2508
20. H 0.2427
21. H 0.2284
22. H 0.2483
23. H 0.2564
24. H 0.2140
25. H 0.2209
26. H 0.2199
27. H 0.2114



Entry 6:
2 unconnected molecules or ions with the total composition C4H9NO2 at a distorted geometry, computed with ωB97M-V/def2-TZVPD.

Geometry (Å):
C  1.77844  -0.36829  -1.62967
N  1.93315  0.56595  -0.57654
C  1.84978  1.24029  0.36522
O  -0.14783  0.68962  1.49748
C  -1.20304  0.80786  0.55367
C  -1.74962  -0.59380  0.21538
O  -0.66142  -1.48014  0.06665
H  0.89537  -0.97759  -1.39413
H  1.65007  0.18797  -2.56043
H  2.68618  -0.97121  -1.68048
H  0.67341  1.33599  1.35044
H  -2.01686  1.40874  0.97264
H  -0.87427  1.28245  -0.38406
H  -2.42033  -0.96447  1.00375
H  -2.33126  -0.57926  -0.71794
H  -0.07492  -1.16553  0.77966

Summary:
- frontier orbital gap (eV) = 10.869
- LUMO energy (hartree) = 0.0316
- total energy (hartree) = -362.96317
- HOMO (eV) = -10.0
- energy above the lowest of the compared OMol25 structures with the same formula, charge and spin (kcal per mole) = 76.8

The molecule's natural (NBO) atomic charges, reported in e, are given here:
1. C -0.4547
2. N -0.4346
3. C 0.2560
4. O -0.7882
5. C -0.0946
6. C -0.0825
7. O -0.7375
8. H 0.2698
9. H 0.2242
10. H 0.2263
11. H 0.4632
12. H 0.1729
13. H 0.1582
14. H 0.1599
15. H 0.1761
16. H 0.4855